{
  "formula": "C5H6NO",
  "method": "the ωB97M-V functional and the def2-TZVPD basis",
  "elements": ["O", "H", "H", "C", "C", "C", "H", "H", "C", "C", "H", "H", "N"],
  "positions_angstrom": [[0.852, 1.699, -0.279], [-1.869, -0.877, -0.126], [-1.044, -0.480, -2.482], [0.946, 0.122, 1.376], [-0.447, -0.066, -1.661], [-0.521, 0.090, 0.939], [-1.202, 0.433, 1.672], [0.916, 1.546, -2.259], [-0.939, -0.393, -0.351], [0.457, 1.069, -1.408], [1.551, -0.587, 0.735], [0.995, 0.011, 2.429], [0.942, 1.502, 1.132]],
  "forces_ev_per_a": [[0.5, 0.5, -1.9], [-0.7, -0.6, -0.7], [1.1, 0.7, -0.3], [-0.5, -1.5, -1.4], [0.5, 1.2, 5.9], [1.6, -0.2, -0.8], [-0.9, -0.3, 0.6], [0.0, 0.6, 0.0], [0.3, 1.8, 0.4], [-0.2, -1.4, -0.3], [-0.2, 1.1, 0.9], [0.5, -0.4, 0.9], [-2.0, -1.5, -3.1]],
  "mulliken_charge": [-0.16, 0.39, 0.39, -0.34, -0.47, -0.15, 0.42, 0.43, -0.11, 0.05, 0.30, 0.35, -0.10],
  "e_tot_ev": -8805.996,
  "homo_lumo_gap_ev": 8.5163,
  "charge": 1
}

---

{
  "formula": "C5H6NO2",
  "method": "the ωB97M-V functional and the def2-TZVPD basis",
  "elements": ["O", "O", "H", "C", "H", "H", "C", "C", "H", "N", "H", "C", "C", "H"],
  "positions_angstrom": [[3.529, -0.753, 0.349], [3.977, -0.464, -1.897], [-2.328, 0.293, 1.334], [3.650, -0.611, -0.814], [-2.632, 0.758, -1.382], [-0.367, -1.331, -0.199], [-0.829, 0.750, -0.837], [-1.450, -0.392, 1.416], [-1.627, -1.415, 1.486], [-1.806, 1.261, -1.521], [0.964, 1.437, 0.056], [-0.587, -0.308, 0.161], [0.415, 0.723, -0.345], [-0.911, 0.053, 2.193]],
  "forces_ev_per_a": [[-0.3, 0.0, -1.7], [0.0, 0.2, -2.2], [0.0, -1.0, -0.1], [0.1, -0.1, 3.9], [-1.5, -1.2, 0.3], [-0.1, 0.2, 0.0], [-1.0, -0.3, -0.7], [0.0, 2.6, -1.8], [-0.9, -1.5, 1.0], [1.5, 1.7, -0.6], [2.6, 3.1, 2.1], [0.4, -1.1, -0.6], [-1.7, -2.5, -1.4], [0.9, 0.0, 1.8]],
  "mulliken_charge": [-0.37, -0.33, 0.26, 0.65, 0.20, 0.21, 0.37, -1.18, 0.39, -0.91, 0.29, 0.06, -0.94, 0.28],
  "e_tot_ev": -10865.207,
  "homo_lumo_gap_ev": 5.2086,
  "charge": -1
}

---

{
  "formula": "C5H6NO4",
  "method": "the ωB97M-V functional and the def2-TZVPD basis",
  "elements": ["H", "O", "H", "O", "H", "C", "H", "H", "C", "C", "C", "N", "C", "O", "O", "H"],
  "positions_angstrom": [[-2.969, 1.430, -0.319], [2.916, -1.851, 0.423], [-1.380, 2.119, -0.815], [0.905, 1.205, -0.347], [-2.934, -1.239, 0.463], [2.313, 1.124, -0.309], [-1.385, -1.462, 1.331], [2.707, 0.208, -0.820], [-1.917, 1.207, -0.574], [0.210, 0.103, -0.101], [-1.863, -1.137, 0.399], [2.294, -0.881, 0.532], [-1.225, 0.113, -0.147], [0.785, -0.984, 0.325], [3.015, 1.953, 0.131], [-1.469, -1.907, -0.172]],
  "forces_ev_per_a": [[0.4, -0.9, -0.7], [-3.2, 2.2, 0.0], [0.1, -0.2, -0.6], [-0.9, -1.1, 0.4], [-0.2, 0.6, -0.1], [2.3, 0.4, -1.4], [-0.5, 0.7, 0.4], [-0.5, 1.4, -0.7], [0.9, 0.6, 1.8], [0.6, 0.9, 0.3], [0.9, 0.3, 1.0], [4.4, -2.8, 2.4], [-1.9, 0.4, 0.1], [-1.8, -0.7, -1.3], [-0.9, 0.1, 0.1], [0.2, -1.8, -1.7]],
  "mulliken_charge": [0.32, -0.13, 0.31, -0.21, 0.40, 0.31, 0.34, 0.36, -0.83, 0.98, -1.25, 0.22, 0.39, -0.25, -0.34, 0.39],
  "e_tot_ev": -14949.293,
  "homo_lumo_gap_ev": 8.6452,
  "charge": 1
}

---

{
  "formula": "C5H6NOPS2",
  "method": "the ωB97M-V functional and the def2-TZVPD basis",
  "elements": ["H", "S", "H", "C", "O", "P", "C", "H", "N", "C", "C", "H", "S", "H", "C", "H"],
  "positions_angstrom": [[-1.166, -2.260, -2.074], [-1.300, 0.436, 3.388], [0.611, -2.288, -1.961], [0.409, 2.005, 0.158], [1.977, -2.378, 0.030], [0.859, -1.716, 0.684], [0.575, 2.609, -0.870], [-0.223, -0.802, -2.456], [-0.303, -1.273, -0.424], [-0.881, 1.452, 2.151], [0.244, 1.280, 1.348], [-1.558, 2.262, 1.898], [1.470, 0.159, 1.774], [0.750, 3.127, -1.766], [-0.281, -1.681, -1.808], [-1.184, -0.932, -0.073]],
  "forces_ev_per_a": [[0.0, 0.0, 0.1], [-0.1, 0.2, -0.1], [-0.1, 0.0, -0.1], [0.0, 0.2, -0.5], [0.9, -0.7, -0.3], [-1.1, 1.1, -0.3], [-0.1, -0.4, 0.5], [0.0, -0.1, 0.0], [0.0, -0.2, 1.0], [-0.8, -0.2, 0.7], [0.7, -0.4, 0.0], [0.1, 0.1, -0.1], [0.1, 0.0, 0.1], [0.1, 0.3, -0.5], [0.3, 0.0, -0.5], [0.0, 0.1, 0.1]],
  "mulliken_charge": [0.28, -0.21, 0.27, -0.27, -0.54, 0.50, 0.33, 0.25, -0.13, -0.22, -0.49, 0.35, -0.09, 0.44, -0.72, 0.24],
  "e_tot_ev": -39776.128,
  "homo_lumo_gap_ev": [6.8357, 5.9354]
}

---

{
  "formula": "C5H6NS",
  "method": "the ωB97M-V functional and the def2-TZVPD basis",
  "elements": ["C", "C", "C", "H", "H", "H", "H", "H", "N", "S", "H", "C", "C"],
  "positions_angstrom": [[-0.567, 0.228, -0.202], [1.802, -0.868, 0.243], [2.007, 0.511, 0.158], [-2.239, 1.843, 0.437], [2.678, -1.400, 0.623], [-2.651, 0.584, -0.606], [-2.141, 0.213, 1.046], [-0.945, -1.834, -1.394], [0.726, -1.492, -0.172], [0.661, 1.493, 0.188], [2.957, 0.918, 0.293], [-0.348, -1.026, -0.707], [-1.941, 0.829, 0.093]],
  "forces_ev_per_a": [[-2.0, 5.4, -0.2], [1.3, 0.9, 0.0], [-1.6, -0.9, 0.5], [1.6, -0.2, -0.5], [-0.6, -0.5, -0.2], [-1.6, -1.0, -1.8], [-0.4, 0.7, -1.2], [0.8, 2.7, 1.9], [2.5, -2.2, 0.0], [-1.1, -2.9, -1.0], [1.4, 0.7, 0.1], [-1.0, -1.4, -1.1], [0.8, -1.3, 3.4]],
  "mulliken_charge": [0.38, -0.11, -0.13, 0.39, 0.37, 0.35, 0.34, 0.34, -0.26, 0.12, 0.42, -0.01, -1.19],
  "e_tot_ev": -17597.497,
  "homo_lumo_gap_ev": 8.4737,
  "charge": 1
}

---

{
  "formula": "C5H6NaO4",
  "method": "the ωB97M-V functional and the def2-TZVPD basis",
  "elements": ["O", "O", "C", "O", "C", "H", "H", "C", "H", "H", "H", "O", "H", "Na", "C", "C"],
  "positions_angstrom": [[3.022, -0.210, -0.029], [-0.562, -5.167, -1.439], [-1.051, -4.345, -2.093], [1.317, -0.619, -1.289], [-1.497, -3.297, -2.757], [-1.880, -0.757, -1.837], [-0.419, -1.020, -3.282], [2.275, -1.209, -0.439], [3.766, -0.529, 0.509], [-0.077, -1.911, -0.580], [-2.018, -3.266, -3.712], [2.247, -2.340, -0.103], [-0.569, 0.340, -1.993], [2.358, 2.045, -0.564], [-0.856, -0.830, -2.292], [0.066, -1.012, -1.197]],
  "forces_ev_per_a": [[0.6, 0.7, -0.2], [-0.2, 0.6, -0.1], [-0.1, -0.4, -0.5], [-1.3, 0.7, -0.5], [0.2, -0.7, 0.2], [0.6, -1.2, -1.6], [-0.6, 0.4, 0.2], [-0.5, -1.7, 1.6], [0.1, -0.2, 0.1], [-0.4, 1.0, 1.5], [0.1, -0.2, 0.3], [0.1, 0.9, -0.7], [-0.7, -0.4, -1.2], [0.2, 0.3, 0.0], [0.7, 4.0, 3.7], [1.2, -3.8, -2.7]],
  "mulliken_spin": [0.00, 0.26, 0.16, 0.00, 0.54, -0.01, -0.01, 0.00, 0.00, 0.00, 0.02, 0.00, 0.00, 0.00, 0.04, -0.02],
  "e_tot_ev": -17866.267,
  "homo_lumo_gap_ev": [6.2515, 5.7359],
  "charge": 2,
  "multiplicity": 2
}

---

{
  "formula": "C5H6NiO3",
  "method": "the ωB97M-V functional and the def2-TZVPD basis",
  "elements": ["O", "H", "C", "H", "C", "C", "O", "H", "H", "C", "H", "C", "H", "O", "Ni"],
  "positions_angstrom": [[-1.678, 0.062, -0.443], [0.342, 1.316, 1.480], [-1.118, -0.199, 0.857], [1.620, -1.186, -1.034], [1.422, -0.489, 0.985], [1.655, -1.484, 0.023], [0.291, 1.007, -0.550], [-1.774, 0.244, 1.612], [1.554, -0.827, 2.026], [-0.826, 0.735, -1.169], [2.628, -0.402, 0.364], [0.269, 0.462, 0.797], [-1.073, -1.286, 0.989], [-1.033, 1.068, -2.328], [-2.279, 0.979, -3.609]],
  "forces_ev_per_a": [[-0.5, 0.0, -0.3], [0.0, -0.2, -0.2], [0.0, -0.3, 0.5], [0.4, -1.0, 0.1], [2.7, 0.8, 1.4], [-1.0, -1.2, -3.0], [0.1, 0.3, -0.4], [0.1, -0.1, -0.2], [0.0, 0.5, -0.3], [0.3, -0.3, 0.6], [-2.4, 0.9, 1.9], [0.3, 0.3, 0.4], [0.0, 0.3, -0.1], [1.2, 0.3, 0.9], [-1.2, -0.1, -1.1]],
  "mulliken_spin": [0.01, -0.03, 0.04, 0.08, 0.40, 1.44, 0.00, 0.00, 0.03, 0.05, 0.00, -0.01, 0.00, 0.05, 0.94],
  "e_tot_ev": -52453.862,
  "homo_lumo_gap_ev": [5.1658, 8.6125],
  "charge": 1,
  "multiplicity": 4
}

---

{
  "formula": "C5H6NiO4",
  "method": "the ωB97M-V functional and the def2-TZVPD basis",
  "elements": ["O", "Ni", "H", "C", "H", "C", "C", "H", "O", "H", "O", "C", "H", "C", "O", "H"],
  "positions_angstrom": [[2.946, 0.098, -0.736], [-0.201, 2.219, -0.433], [-2.378, -1.094, 2.062], [0.447, -1.053, -0.005], [-1.388, -1.053, -1.226], [-0.863, -1.508, -0.384], [1.945, 0.720, -0.676], [2.549, 2.531, -1.187], [0.687, 0.281, -0.514], [-1.018, -2.555, -0.117], [1.767, 2.050, -0.874], [-1.781, -0.577, 1.310], [-0.186, -0.780, 1.422], [-2.025, 0.675, 1.034], [-1.797, 1.743, 0.554], [1.296, -1.698, -0.231]],
  "forces_ev_per_a": [[-1.0, 0.4, 0.4], [-0.1, 0.2, -0.1], [0.4, -0.7, -0.2], [-0.2, 1.8, 0.0], [-0.1, -0.3, 0.2], [-1.2, 0.4, 1.3], [2.7, -0.3, -1.0], [0.3, 0.0, 0.0], [-1.8, -1.4, 1.0], [-0.4, 0.2, -0.2], [-0.2, 0.4, 0.1], [0.5, -1.8, -0.3], [-0.1, 0.0, -1.2], [2.0, 2.6, -2.0], [-1.2, -1.5, 1.2], [0.2, -0.1, 0.8]],
  "mulliken_spin": [0.02, 1.24, -0.01, 0.35, 0.00, 0.00, 0.00, 0.00, 0.06, 0.00, 0.01, 0.28, -0.08, -0.02, 0.13, 0.02],
  "e_tot_ev": -54489.740,
  "homo_lumo_gap_ev": [8.6141, 5.5150],
  "charge": 2,
  "multiplicity": 3
}